1.
This record from the Open Molecules 2025 dataset describes a 5-piece molecular cluster, C22H45ClFNO10S overall in a non-equilibrium geometry. The level of theory is wB97M-V/def2-TZVPD.

Last column: Löwdin charge in e.
Positions of all 81 atoms, in Å:
O1 3.954 1.671 -0.100  -0.22
S1 2.790 1.373 -0.847  0.51
O2 1.756 0.600 -0.267  -0.27
F1 2.171 2.711 -1.326  -0.12
N1 3.301 0.724 -2.316  -0.54
Cl1 2.015 -0.165 -3.052  0.74
C1 4.493 -0.092 -2.109  -0.38
C2 5.700 0.490 -2.437  -0.02
C3 6.871 -0.227 -2.228  -0.07
C4 6.817 -1.509 -1.711  -0.08
C5 5.596 -2.079 -1.392  -0.06
C6 4.419 -1.367 -1.585  -0.05
H1 5.711 1.496 -2.846  0.13
H2 7.824 0.232 -2.470  0.11
H3 7.733 -2.068 -1.548  0.11
H4 5.544 -3.080 -0.977  0.11
H5 3.460 -1.802 -1.319  0.11
C7 6.870 -1.870 4.356  -0.11
O3 5.895 -2.793 3.912  -0.19
C8 4.942 -3.137 4.904  -0.21
C9 3.629 -2.418 4.695  -0.21
O4 3.751 -1.023 4.912  -0.19
C10 3.824 -0.268 3.716  -0.11
H6 7.460 -1.581 3.487  0.09
H7 6.412 -0.977 4.789  0.08
H8 7.534 -2.327 5.097  0.09
H9 5.330 -2.915 5.904  0.13
H10 4.772 -4.216 4.838  0.12
H11 2.895 -2.801 5.410  0.12
H12 3.257 -2.619 3.685  0.13
H13 2.870 -0.290 3.179  0.09
H14 4.615 -0.634 3.055  0.08
H15 4.045 0.761 3.995  0.09
C11 0.184 6.353 3.732  -0.11
O5 0.505 6.612 2.380  -0.19
C12 1.797 7.164 2.196  -0.21
C13 2.785 6.131 1.705  -0.21
O6 3.047 5.145 2.688  -0.18
C14 2.378 3.920 2.455  -0.10
H16 -0.764 5.818 3.742  0.09
H17 0.948 5.740 4.217  0.08
H18 0.066 7.287 4.293  0.09
H19 2.161 7.609 3.128  0.13
H20 1.714 7.960 1.449  0.12
H21 3.732 6.628 1.473  0.13
H22 2.410 5.668 0.787  0.13
H23 2.787 3.417 1.574  0.07
H24 1.303 4.069 2.320  0.09
H25 2.541 3.288 3.326  0.09
C15 -4.697 -1.091 -4.518  -0.10
O7 -4.046 -2.284 -4.121  -0.20
C16 -2.795 -2.491 -4.754  -0.21
C17 -1.642 -2.157 -3.835  -0.21
O8 -1.581 -0.769 -3.553  -0.21
C18 -2.066 -0.428 -2.267  -0.11
H26 -5.569 -0.972 -3.876  0.08
H27 -4.049 -0.218 -4.407  0.09
H28 -5.033 -1.159 -5.558  0.09
H29 -2.724 -1.895 -5.669  0.13
H30 -2.734 -3.549 -5.031  0.13
H31 -0.706 -2.439 -4.327  0.12
H32 -1.726 -2.734 -2.909  0.13
H33 -1.393 -0.794 -1.484  0.09
H34 -3.069 -0.828 -2.098  0.08
H35 -2.102 0.659 -2.215  0.09
C19 -7.578 -3.241 -2.736  -0.10
O9 -8.190 -1.964 -2.706  -0.20
C20 -9.589 -2.006 -2.485  -0.21
C21 -9.940 -1.644 -1.060  -0.21
O10 -9.487 -2.624 -0.142  -0.19
C22 -8.315 -2.251 0.555  -0.11
H36 -6.501 -3.081 -2.777  0.08
H37 -7.820 -3.828 -1.847  0.09
H38 -7.884 -3.798 -3.628  0.09
H39 -9.986 -2.997 -2.724  0.13
H40 -10.054 -1.281 -3.160  0.12
H41 -11.029 -1.581 -0.967  0.12
H42 -9.521 -0.663 -0.814  0.13
H43 -8.516 -1.430 1.251  0.09
H44 -7.517 -1.951 -0.130  0.08
H45 -7.988 -3.120 1.124  0.09

The gap between HOMO and LUMO comes out at 9.41 eV. The value obtained for the calculated total energy is -2630.42170 Eh. For the strongest force on any atom, the calculation gives 1.1 eV/A. Its SMILES is O=S(=O)(F)N(Cl)c1ccccc1.COCCOC.COCCOC.COCCOC.COCCOC. For the HOMO energy, the calculation gives -9.1 eV. The spin multiplicity is 1.


2.
This record from the Open Molecules 2025 dataset describes a single C5H7N molecule in a non-equilibrium geometry. The level of theory is wB97M-V/def2-TZVPD.

Last column: Löwdin charge in e.
Positions of all 13 atoms, in Å:
C1 1.730 0.009 0.185  -0.08
C2 0.482 0.090 -0.666  -0.30
C3 -0.341 1.172 -0.237  -0.10
C4 -1.526 0.651 0.182  -0.13
N1 -1.541 -0.684 -0.172  0.02
C5 -0.336 -1.020 -0.719  -0.11
H1 1.288 -0.079 1.191  0.09
H2 2.344 -0.878 0.027  0.07
H3 2.330 0.920 0.199  0.07
H4 0.015 2.177 -0.044  0.11
H5 -2.032 1.003 1.061  0.11
H6 -2.317 -1.312 -0.046  0.14
H7 -0.097 -2.048 -0.962  0.12

The gap between HOMO and LUMO comes out at 8.91 eV. The value obtained for the calculated total energy is -249.40694 Eh. For the strongest force on any atom, the calculation gives 1.2 eV/A. Its SMILES is Cc1cc[nH]c1. For the HOMO energy, the calculation gives -7.9 eV. The spin multiplicity is 1.


3.
This record from the Open Molecules 2025 dataset describes C30H50OOsP4 as an isolated structure in a non-equilibrium geometry. The level of theory is wB97M-V/def2-TZVPD.

Last column: Löwdin spin population.
Positions of all 86 atoms, in Å:
Os1 0.034 -0.338 -0.024  1.11
P1 1.948 -0.565 -1.124  0.08
P2 0.385 0.729 1.976  0.10
P3 -0.457 1.756 -1.020  0.03
H1 -4.472 -3.550 -2.061  0.00
C1 -4.399 -3.281 -3.120  0.09
C2 -3.435 -3.677 -3.953  0.10
H2 -2.671 -4.410 -3.677  0.00
C3 2.664 -2.211 -1.402  0.00
C4 3.350 0.310 -0.356  0.03
C5 1.998 0.057 -2.842  0.02
C6 -1.195 1.087 2.819  0.03
C7 1.270 -0.152 3.356  0.02
C8 1.355 2.283 2.115  0.02
C9 -1.007 1.769 -2.766  0.03
C10 0.752 3.180 -1.091  0.00
C11 -1.931 2.511 -0.227  0.00
H3 -5.246 -2.735 -3.514  0.00
H4 -3.395 -3.323 -4.992  0.00
H5 1.959 -2.816 -1.977  0.00
H6 2.876 -2.716 -0.456  0.00
H7 3.598 -2.174 -1.981  0.00
H8 3.397 0.070 0.708  0.00
H9 3.238 1.390 -0.473  0.00
H10 4.305 0.019 -0.811  0.00
H11 1.223 -0.454 -3.432  0.00
H12 2.971 -0.142 -3.320  0.00
H13 1.827 1.140 -2.875  0.00
H14 -1.036 1.311 3.882  0.00
H15 -1.839 0.202 2.763  0.00
H16 -1.697 1.946 2.362  0.00
H17 1.040 0.302 4.339  0.00
H18 2.358 -0.086 3.179  0.00
H19 0.989 -1.212 3.419  0.00
H20 0.766 3.095 2.554  0.00
H21 1.705 2.623 1.138  0.00
H22 2.228 2.148 2.770  0.00
H23 -1.008 2.792 -3.153  0.00
H24 -2.019 1.358 -2.858  0.01
H25 -0.335 1.182 -3.396  0.00
H26 0.604 3.747 -2.026  0.00
H27 1.796 2.837 -1.061  0.00
H28 0.586 3.876 -0.256  0.00
H29 -2.428 3.166 -0.962  0.00
H30 -1.643 3.111 0.651  0.00
H31 -2.615 1.699 0.068  0.00
C12 -2.471 -0.944 -2.898  0.22
C13 -3.537 -0.424 -2.108  0.13
C14 -4.595 0.290 -2.652  0.02
C15 -4.574 0.610 -4.011  0.21
C16 -3.489 0.188 -4.791  0.01
C17 -2.454 -0.600 -4.313  0.12
O1 -1.629 -1.846 -2.392  0.43
H32 -0.872 -1.492 -1.257  0.10
H33 -3.528 -0.796 -1.091  0.00
H34 -5.394 0.625 -1.983  0.00
H35 -5.448 1.058 -4.494  0.01
H36 -3.419 0.586 -5.796  0.00
H37 -1.595 -0.853 -4.958  0.00
C18 -0.089 -3.866 -0.340  0.04
P4 0.033 -2.466 0.843  0.04
C19 -1.573 -2.604 1.735  0.01
C20 -2.752 -2.842 1.011  0.00
C21 -3.972 -2.918 1.677  0.01
C22 -4.038 -2.692 3.056  0.00
C23 -2.862 -2.454 3.776  0.00
C24 -1.629 -2.426 3.127  0.01
C25 1.249 -3.237 1.999  0.23
C26 0.874 -4.329 2.801  0.19
C27 1.806 -4.935 3.653  0.00
C28 3.127 -4.485 3.684  0.23
C29 3.517 -3.422 2.865  0.24
C30 2.586 -2.799 2.025  0.00
H38 -0.769 -4.630 0.065  0.00
H39 0.898 -4.330 -0.501  0.00
H40 -0.489 -3.464 -1.286  0.01
H41 -2.693 -2.981 -0.074  0.00
H42 -4.878 -3.146 1.113  0.00
H43 -4.995 -2.716 3.570  0.00
H44 -2.896 -2.306 4.857  0.00
H45 -0.717 -2.293 3.721  0.00
H46 -0.153 -4.694 2.746  0.00
H47 1.467 -5.756 4.286  0.00
H48 3.842 -4.955 4.369  0.01
H49 4.545 -3.056 2.885  0.01
H50 2.909 -1.948 1.418  0.00

The gap between HOMO and LUMO (alpha / beta) comes out at 6.54 / 3.48 eV. The value obtained for the calculated total energy is -2702.81491 Eh. For the strongest force on any atom, the calculation gives 4.2 eV/A. For the HOMO energy (alpha / beta), the calculation gives -19.3 / -18.9 eV. The spin multiplicity is 5. Its total charge is +4.


4.
This record from the Open Molecules 2025 dataset describes a single C4H5NOS2 molecule in a non-equilibrium geometry. The level of theory is wB97M-V/def2-TZVPD.

Last column: Löwdin charge in e.
Positions of all 13 atoms, in Å:
C1 2.212 -0.761 0.811  -0.31
S1 1.784 -0.163 -0.976  0.86
C2 0.212 0.400 -0.415  -0.59
C3 -0.321 1.636 -0.096  -0.08
N1 -1.708 1.494 -0.029  0.09
C4 -1.898 0.270 -0.214  -0.90
S2 -3.349 -0.665 -0.189  0.78
O1 -0.867 -0.556 -0.483  -0.07
H1 3.205 -1.220 0.755  0.03
H2 2.155 0.127 1.429  0.03
H3 1.557 -1.596 1.073  0.04
H4 0.028 2.602 -0.160  0.09
H5 -3.010 -1.568 -1.507  0.05

The gap between HOMO and LUMO comes out at 9.04 eV. The value obtained for the calculated total energy is -1081.71629 Eh. For the strongest force on any atom, the calculation gives 3.9 eV/A. Its SMILES is CSc1cnc(S)o1. For the HOMO energy, the calculation gives -8.9 eV. The spin multiplicity is 1.


5.
This record from the Open Molecules 2025 dataset describes C5H14N3 as an isolated structure in a non-equilibrium geometry. The level of theory is wB97M-V/def2-TZVPD.

Last column: Löwdin spin population.
Positions of all 22 atoms, in Å:
C1 0.012 -0.624 -0.594  0.56
C2 -0.890 -0.046 1.625  0.04
C3 -0.843 1.718 -0.260  0.00
C4 1.248 0.917 0.897  0.03
C5 -0.123 0.481 0.385  0.06
N1 1.236 -1.992 -0.216  0.44
N2 -0.401 -0.765 -1.807  0.44
N3 -0.197 -1.747 -2.693  0.35
H1 -1.169 0.823 2.096  0.00
H2 -1.891 -0.618 1.274  0.00
H3 -0.357 -0.709 2.332  0.00
H4 -0.927 2.469 0.488  0.00
H5 -0.241 2.103 -1.069  0.00
H6 -1.919 1.270 -0.537  0.00
H7 2.038 0.915 0.014  0.00
H8 1.068 1.889 1.210  0.00
H9 1.579 0.294 1.648  0.00
H10 0.769 -2.876 0.123  0.01
H11 -0.983 0.014 -2.167  0.01
H12 2.080 -1.778 0.400  0.01
H13 -1.052 -2.250 -3.057  0.03
H14 0.506 -2.441 -2.366  0.00

The gap between HOMO and LUMO (alpha / beta) comes out at 7.19 / 5.65 eV. The value obtained for the calculated total energy is -362.65243 Eh. For the strongest force on any atom, the calculation gives 9.0 eV/A. For the HOMO energy (alpha / beta), the calculation gives -10.6 / -13.7 eV. The spin multiplicity is 3. Its total charge is +1.


6.
This record from the Open Molecules 2025 dataset describes a single C18H21ClN2O3S molecule in a non-equilibrium geometry. The level of theory is wB97M-V/def2-TZVPD.

Last column: Löwdin charge in e.
Positions of all 46 atoms, in Å:
C1 -1.426 1.222 -4.063  -0.11
S1 -1.050 0.146 -2.661  0.61
O1 -1.858 -1.040 -2.790  -0.30
O2 0.371 -0.019 -2.586  -0.28
N1 -1.596 1.025 -1.378  -0.25
C2 -0.639 1.852 -0.680  -0.17
C3 0.152 1.124 0.418  -0.12
C4 1.235 2.026 0.935  -0.23
C5 1.022 2.833 2.044  -0.04
C6 2.013 3.692 2.489  -0.09
C7 3.227 3.753 1.827  -0.10
C8 3.447 2.953 0.719  -0.08
C9 2.456 2.096 0.275  -0.04
C10 -2.838 0.661 -0.736  -0.09
C11 -2.657 -0.364 0.396  -0.49
O3 -2.820 -0.074 1.564  0.06
N2 -2.309 -1.582 -0.045  0.08
C12 -1.955 -2.653 0.853  -0.14
C13 -0.491 -3.020 0.819  -0.21
C14 0.375 -2.557 -0.163  -0.03
C15 1.715 -2.903 -0.153  -0.07
C16 2.215 -3.729 0.838  -0.08
C17 1.368 -4.216 1.817  -0.11
C18 0.030 -3.861 1.799  -0.61
Cl1 -1.014 -4.491 3.029  0.71
H1 -1.089 0.726 -4.965  0.07
H2 -0.900 2.156 -3.923  0.06
H3 -2.496 1.372 -4.087  0.07
H4 0.062 2.212 -1.436  0.12
H5 -1.168 2.709 -0.254  0.14
H6 0.592 0.226 -0.017  0.10
H7 -0.519 0.836 1.227  0.11
H8 0.077 2.782 2.565  0.12
H9 1.837 4.312 3.356  0.10
H10 4.001 4.422 2.176  0.10
H11 4.394 2.996 0.201  0.10
H12 2.624 1.469 -0.589  0.12
H13 -3.298 1.561 -0.318  0.14
H14 -3.488 0.239 -1.505  0.13
H15 -2.194 -1.725 -1.041  0.10
H16 -2.553 -3.541 0.618  0.13
H17 -2.222 -2.318 1.861  0.11
H18 0.007 -1.920 -0.954  0.08
H19 2.364 -2.522 -0.927  0.11
H20 3.260 -3.999 0.851  0.10
H21 1.737 -4.868 2.594  0.10

The gap between HOMO and LUMO comes out at 9.37 eV. The value obtained for the calculated total energy is -1892.14524 Eh. For the strongest force on any atom, the calculation gives 1.0 eV/A. Its SMILES is CS(=O)(=O)N(CCc1ccccc1)CC(=O)NCc1ccccc1Cl. For the HOMO energy, the calculation gives -9.0 eV. The spin multiplicity is 1.